{
  "formula": "C28H24NO2",
  "method": "ωB97M-V/def2-TZVPD",
  "gap_ev": 6.46,
  "charge": 1,
  "lumo_ha": -0.1630,
  "smiles": "Cc1ccc([C@H](c2ccc(Oc3ccccc3)cc2)[C@H]2C=[NH+]c3ccc(O)cc32)cc1",
  "symbols": ["C", "C", "C", "C", "C", "C", "C", "C", "C", "C", "O", "C", "C", "C", "C", "C", "C", "C", "C", "C", "C", "N", "C", "C", "C", "C", "O", "C", "C", "C", "C", "H", "H", "H", "H", "H", "H", "H", "H", "H", "H", "H", "H", "H", "H", "H", "H", "H", "H", "H", "H", "H", "H", "H", "H"],
  "coordinates": [[5.91596, -0.19827, -0.73780], [4.42282, -0.22259, -0.73262], [3.72938, -1.12585, -1.55925], [2.33668, -1.19313, -1.53920], [1.59308, -0.37353, -0.66229], [0.18978, -0.77966, -0.38563], [-0.73758, 0.24569, 0.17902], [-0.42552, 1.05311, 1.27497], [-1.36829, 1.94370, 1.80449], [-2.67323, 1.94987, 1.31380], [-3.68340, 2.78133, 1.84439], [-3.69058, 4.16895, 1.60490], [-4.83942, 4.65231, 0.96524], [-4.88142, 5.99113, 0.58631], [-3.82169, 6.85169, 0.89846], [-2.73920, 6.36799, 1.64421], [-2.66056, 5.01995, 2.01530], [-3.00940, 1.13637, 0.21921], [-2.04745, 0.30214, -0.32647], [0.05144, -2.27199, 0.36316], [-1.35584, -2.47532, 0.36311], [-1.65528, -3.63206, -0.27584], [-0.49802, -4.25250, -0.78675], [-0.32738, -5.52699, -1.37527], [0.98651, -5.94492, -1.64120], [2.07389, -5.15498, -1.24953], [3.31267, -5.65044, -1.56460], [1.87757, -3.94358, -0.55129], [0.58892, -3.47300, -0.36137], [2.27431, 0.71872, -0.06841], [3.67646, 0.76478, -0.06425], [6.28780, 0.47188, 0.03710], [6.30394, -1.20482, -0.56780], [6.32512, 0.15059, -1.69215], [4.30894, -1.77591, -2.21992], [1.84150, -1.98612, -2.12870], [-0.25589, -1.31543, -1.25614], [0.48593, 0.88509, 1.87072], [-1.10709, 2.60761, 2.63002], [-5.64402, 3.94786, 0.74529], [-5.75773, 6.35363, 0.03786], [-3.84715, 7.88880, 0.56911], [-1.93771, 7.04445, 1.94592], [-1.83844, 4.63202, 2.61806], [-4.02848, 1.19587, -0.16994], [-2.36457, -0.43794, -1.07554], [0.67463, -1.89816, 1.27119], [-2.13615, -1.83413, 0.73997], [-2.57984, -4.02753, -0.38572], [-1.20070, -6.17357, -1.51356], [1.17387, -6.94527, -2.04771], [3.99809, -5.01154, -1.30754], [2.74444, -3.35074, -0.24421], [1.73224, 1.47712, 0.49984], [4.20609, 1.57731, 0.44905]],
  "atomic_forces_ev_per_a": [[0.3, 0.0, 0.1], [-0.7, 0.6, -0.7], [-0.1, 0.3, 0.2], [0.3, -0.2, 0.3], [1.2, -0.1, -0.4], [-1.0, -1.2, -2.1], [-0.6, -0.1, 0.4], [-0.2, -0.3, 0.7], [-0.3, -0.1, 0.1], [-0.3, 1.4, -0.5], [0.9, -0.7, -0.1], [-0.1, -0.1, -0.2], [0.7, -0.1, 0.0], [-0.1, 0.1, 0.1], [0.0, -0.4, 0.2], [-0.1, 0.0, -0.1], [-0.5, -0.1, -0.3], [-0.1, 0.3, 0.4], [-0.2, -0.2, 0.1], [3.0, 1.6, 1.8], [-1.6, -3.2, 0.1], [0.5, 2.1, 0.8], [1.0, -0.8, 0.4], [0.2, 0.6, 0.4], [-1.1, -0.2, 0.4], [0.2, 0.2, 0.1], [-0.5, 0.7, 0.4], [0.6, -0.3, -0.4], [-0.1, -0.3, 0.0], [0.1, -0.7, 0.5], [-0.2, -0.4, -0.4], [0.1, -0.1, 0.0], [0.1, 0.1, 0.1], [-0.2, -0.1, 0.1], [-0.2, 0.1, 0.2], [0.2, 0.8, 0.3], [0.4, 2.1, -0.7], [-0.4, 0.3, -0.6], [-0.1, -0.4, -0.2], [0.3, 0.3, 0.0], [0.4, -0.1, 0.2], [0.0, -0.2, 0.2], [-0.2, -0.2, -0.1], [-0.2, 0.2, -0.3], [0.4, -0.2, 0.1], [0.3, 0.6, -0.1], [-1.7, -1.4, -0.8], [0.0, -0.1, 0.1], [-0.1, 0.3, 0.0], [0.5, 0.2, -0.3], [-0.1, 0.5, 0.0], [-0.2, -0.3, -0.1], [-0.3, -0.3, 0.0], [0.3, -0.3, -0.4], [-0.3, -0.4, -0.2]]
}


{
  "formula": "C3H7NO2S",
  "method": "ωB97M-V/def2-TZVPD",
  "gap_ev": [7.69, 7.44],
  "charge": 0,
  "lumo_ha": [-0.0248, -0.0414],
  "symbols": ["C", "C", "C", "N", "O", "O", "S", "H", "H", "H", "H", "H", "H", "H"],
  "coordinates": [[-0.33328, 1.68767, -0.79969], [-1.46918, -1.68515, 0.37497], [0.72107, -0.10608, 0.42773], [2.01996, 0.30036, 0.10189], [2.49603, 1.22464, 0.73794], [2.57774, -0.29022, -0.80596], [0.23846, -1.62065, -0.25339], [0.11116, 2.49426, -0.25348], [0.06470, 1.45298, -1.76742], [-1.36349, 1.45584, -0.61338], [-1.75611, -2.73100, 0.42783], [-2.11842, -1.16047, -0.32167], [-1.52140, -1.23280, 1.36016], [0.33277, 0.21062, 1.38446]],
  "atomic_forces_ev_per_a": [[1.1, -1.9, 1.3], [0.4, 0.2, -0.2], [-2.7, 1.4, -1.2], [0.7, 0.3, 0.1], [0.3, 0.3, 0.2], [0.3, -0.1, -0.3], [-0.1, -0.5, 0.0], [0.1, 0.3, 0.1], [0.1, -0.1, -0.3], [-0.3, 0.0, 0.0], [0.0, 0.0, 0.0], [-0.1, 0.0, 0.1], [-0.1, -0.1, 0.1], [0.3, 0.0, 0.1]]
}


{
  "formula": "C3HF3",
  "method": "ωB97M-V/def2-TZVPD",
  "gap_ev": [8.71, 7.91],
  "charge": 0,
  "lumo_ha": [-0.0310, -0.0433],
  "symbols": ["C", "C", "C", "F", "F", "F", "H"],
  "coordinates": [[-0.35318, -1.51934, 2.98148], [0.08558, -1.20856, 0.58308], [-0.18566, -0.66681, -0.63556], [0.52128, -0.96606, 3.67842], [1.03584, -2.11288, 0.82648], [0.61265, -1.09925, -1.66813], [-0.75097, 0.18674, -0.80605]],
  "atomic_forces_ev_per_a": [[-0.3, 0.0, -1.2], [-0.7, 1.1, 0.3], [2.7, -2.6, 2.3], [0.2, 0.2, -0.4], [0.0, -0.2, -0.7], [-0.6, 0.4, 0.1], [-1.2, 1.0, -0.4]]
}


Sequential ΔE to the lowest compared entry with this formula, charge and spin output: 0.000 6.524 5.963 eV